Record 1
Formula: C2H4O2
Source: the Open Molecules 2025 dataset
Level of theory: wB97M-V/def2-TZVPD

Cartesian coordinates (Å):
C: -1.423139 -0.421311 0.353982
C: 0.897962 0.058419 -0.174297
H: -1.191004 -0.257281 1.483355
H: -1.607714 0.665614 -0.286608
H: -2.102884 -1.185752 0.188899
H: 2.096421 -0.766941 -0.132515
O: -0.142859 -0.707638 -0.392227
O: 0.887390 1.172852 0.100821

Atomic forces in eV per Å
3.2 5.9 -1.1
3.2 -5.4 0.1
-0.4 -0.2 -2.2
-0.7 -3.0 2.6
-1.0 -1.3 -0.6
-3.4 2.4 -0.5
-1.1 -2.5 0.8
0.3 4.0 0.9

Calculated values
Energy relative to the best compared isomer or geometry (same formula, charge and spin): 3.071 eV
Calculated total energy: -228.9937 Eh
LUMO: 0.89 eV

---

Record 2
Formula: C35H43FeN3P2S3
Source: the Open Molecules 2025 dataset
Level of theory: wB97M-V/def2-TZVPD

Cartesian coordinates (Å):
Fe: 1.289694 -0.665837 -0.255221
C: 3.472349 0.054229 2.875770
C: 4.191715 0.179552 1.526641
N: 3.637858 -0.710056 0.535425
C: 4.032741 -2.100862 0.593324
C: 3.218659 -2.948272 1.580052
S: 1.422859 -2.654052 1.518097
C: 1.108095 -2.128451 3.233559
C: 1.166433 -0.613733 3.532861
N: 2.052866 0.114640 2.678350
H: 3.854776 0.844182 3.546380
H: 3.723736 -0.896586 3.353457
H: 5.273032 0.011054 1.688743
H: 4.056489 1.200236 1.168531
H: 3.664413 -0.362938 -0.420305
H: 5.100081 -2.207916 0.865997
H: 3.870578 -2.512956 -0.402693
H: 3.535043 -2.783752 2.610230
H: 3.388420 -4.001462 1.349234
H: 1.783963 -2.694318 3.880165
H: 0.097769 -2.479801 3.451201
H: 1.403360 -0.492643 4.606610
H: 0.171628 -0.206556 3.356744
H: 1.727153 1.038184 2.443019
S: 1.695280 -2.829397 -1.809614
P: -1.080839 -0.910427 -0.437592
C: -0.892671 0.233506 0.863583
P: -0.234590 1.704224 0.473379
S: 1.644093 1.939272 -0.312424
C: -0.258279 2.743307 2.008778
C: 0.529273 3.885067 2.133584
C: 0.483566 4.654834 3.287354
C: -0.347784 4.284674 4.337911
C: -1.130514 3.142457 4.225992
C: -1.087126 2.379268 3.066520
C: -1.288731 2.734527 -0.651164
C: -2.157277 3.732917 -0.224702
C: -3.017970 4.358974 -1.120705
C: -3.029852 3.983058 -2.455309
C: -2.174145 2.975575 -2.889557
C: -1.313237 2.363659 -1.996579
C: -2.655001 -0.543665 -1.364342
C: -3.551857 0.412046 -0.899385
C: -4.694033 0.724817 -1.622549
C: -4.951585 0.084363 -2.828276
C: -4.057000 -0.867356 -3.305313
C: -2.913388 -1.172636 -2.581346
C: -1.741387 -2.426844 0.392578
C: -2.336878 -2.355955 1.648291
C: -2.818069 -3.500639 2.268455
C: -2.701908 -4.734273 1.637710
C: -2.094511 -4.812905 0.390788
C: -1.610612 -3.667564 -0.226497
H: 1.191005 4.148516 1.316567
H: 1.104011 5.540259 3.370757
H: -0.378876 4.880887 5.243486
H: -1.774561 2.842039 5.045273
H: -1.672931 1.473745 2.946846
H: -2.172835 4.025496 0.819551
H: -3.686555 5.137586 -0.768746
H: -3.709643 4.460945 -3.151926
H: -2.186059 2.655630 -3.925043
H: -0.657686 1.567513 -2.334613
H: -3.318889 0.919010 0.032678
H: -5.375737 1.483522 -1.252964
H: -5.837003 0.335454 -3.402480
H: -4.243952 -1.362123 -4.252522
H: -2.198424 -1.894860 -2.963503
H: -2.389415 -1.384939 2.131410
H: -3.279945 -3.432995 3.248546
H: -3.068883 -5.632184 2.124023
H: -1.973753 -5.775714 -0.094082
H: -1.073333 -3.720633 -1.169039
C: 2.424035 0.786351 -3.528356
C: 2.065755 -0.698100 -3.461379
C: 0.704463 -0.898388 -4.155114
C: 3.138106 -1.475366 -4.242951
N: 2.041691 -1.103620 -2.071239
H: 2.535578 1.105133 -4.571700
H: 3.363668 0.969686 -3.000721
H: 1.665540 1.401527 -3.049246
H: 0.712200 -0.513762 -5.182763
H: -0.069085 -0.376161 -3.585484
H: 0.446624 -1.958548 -4.167806
H: 3.145935 -1.188586 -5.301740
H: 2.949169 -2.546079 -4.158093
H: 4.123110 -1.268012 -3.813364

Atomic forces in eV per Å
0.8 -0.2 -0.7
0.0 0.0 0.0
-0.1 0.0 0.0
0.1 -0.1 -0.2
0.0 0.1 0.0
0.0 0.1 0.0
-0.2 0.0 0.1
0.1 0.0 0.0
0.0 0.0 0.0
0.0 0.1 0.1
0.0 0.0 0.0
0.0 0.0 0.0
0.0 0.0 -0.1
0.0 0.0 0.0
0.2 0.0 0.1
0.0 0.0 0.0
0.0 0.0 0.0
0.0 0.0 0.0
0.0 0.0 0.0
0.0 0.0 0.0
0.0 0.0 0.0
0.0 0.0 0.0
0.0 0.0 0.0
-0.1 0.0 -0.1
0.0 0.0 0.1
-0.6 0.2 0.3
0.0 0.0 -0.2
-0.3 0.4 0.2
-0.2 0.0 0.2
0.0 -0.1 0.0
0.0 0.0 0.0
0.0 0.0 0.0
0.0 0.0 0.0
0.0 0.0 0.0
0.0 0.0 0.0
0.0 0.0 0.0
0.0 0.0 0.0
0.0 0.0 0.0
0.0 0.0 0.0
0.0 0.0 0.0
0.0 0.0 0.0
0.1 0.0 -0.1
-0.1 0.0 0.0
0.0 0.0 0.0
0.0 0.0 0.0
0.0 0.0 0.0
0.0 0.0 0.0
0.0 0.1 0.0
0.0 0.0 0.0
0.0 0.0 0.0
0.0 0.0 0.0
0.0 0.0 0.0
0.0 0.0 0.0
0.0 0.0 0.0
0.0 0.0 0.0
0.0 0.0 0.0
0.0 0.0 0.0
0.0 0.0 0.0
0.0 0.0 0.0
0.0 0.0 0.0
0.0 0.0 0.0
0.0 0.0 0.0
0.0 0.0 0.0
0.0 0.0 0.0
0.0 0.0 0.0
0.0 0.0 0.0
0.0 0.0 0.0
0.0 0.0 0.0
0.0 0.0 0.0
0.0 0.0 0.0
0.0 0.0 0.0
0.0 0.0 0.0
0.0 0.0 0.0
0.0 0.0 0.0
-0.1 0.1 -0.1
0.0 0.0 0.0
0.0 0.0 0.0
0.3 -0.3 0.6
0.0 0.0 0.0
0.0 0.0 0.0
-0.1 0.0 0.0
0.0 0.0 0.0
0.0 0.0 0.0
0.0 0.0 0.0
0.0 0.0 0.0
0.0 0.0 0.0
0.0 0.0 0.0

Calculated values
Spin multiplicity: 5
Energy relative to the best compared isomer or geometry (same formula, charge and spin): 1.264 eV
Charge: -2
Calculated total energy: -4664.7185 Eh
LUMO (spin up / spin down): 4.50 / 4.50 eV

---

Record 3
Formula: C2H8NO4
Source: the Open Molecules 2025 dataset
Level of theory: wB97M-V/def2-TZVPD

Cartesian coordinates (Å):
O: -1.696122 -1.011234 0.014342
C: -1.185311 0.207057 0.570760
N: -0.237568 0.132980 1.578482
C: 0.835362 -0.559357 1.035022
O: 1.405013 0.360484 -0.137191
H: -0.955976 0.796971 -0.382175
H: -2.080790 0.732827 0.992968
H: 1.755314 -0.802512 1.571445
H: 0.664022 -1.371952 0.346876
H: 4.633760 -0.028200 -1.200963
H: 2.390212 0.320461 -0.401695
O: 3.807641 -0.222672 -0.756473
H: -3.760349 1.436849 -1.392116
H: -2.354283 -0.657289 -0.625972
O: -3.220919 0.665590 -1.213312

Atomic forces in eV per Å
1.6 0.3 0.5
-4.1 -0.9 1.9
1.4 0.8 -2.8
3.5 -0.8 -2.5
-2.2 0.9 1.0
0.4 0.6 0.3
0.6 0.0 -0.5
-0.6 0.4 0.9
-1.0 -0.7 0.5
-0.1 0.3 -0.2
1.1 -1.0 0.6
-0.7 -0.1 0.5
0.1 0.1 -0.1
-0.4 0.4 -0.2
0.5 -0.2 0.1

Calculated values
Energy relative to the best compared isomer or geometry (same formula, charge and spin): 9.890 eV
Charge: -1
Calculated total energy: -436.4573 Eh
LUMO: -0.77 eV

---

Record 4
Formula: C4H5NO
Source: the Open Molecules 2025 dataset
Level of theory: wB97M-V/def2-TZVPD

Cartesian coordinates (Å):
N: -0.533015 0.910908 1.714571
C: -0.265663 -0.040977 0.775460
C: -0.383539 -1.193582 0.201535
C: 0.626612 -0.241379 -0.401643
C: 0.265619 0.201766 -1.792181
O: -0.826536 0.047785 -2.287811
H: -0.960286 0.536933 2.552051
H: 0.270236 1.491793 1.917498
H: -1.027565 -2.006690 -0.087075
H: 1.708776 -0.275206 -0.196705
H: 1.125361 0.568648 -2.395698

Atomic forces in eV per Å
0.1 -0.1 0.0
0.1 -0.3 -0.1
-0.4 0.2 0.5
0.1 0.3 -0.3
0.1 0.0 0.0
0.4 0.2 0.2
-0.1 0.2 -0.1
-0.2 0.0 0.0
0.4 -0.1 0.2
-0.3 -0.4 -0.3
-0.2 0.1 0.0

Calculated values
Energy relative to the best compared isomer or geometry (same formula, charge and spin): 2.789 eV
SMILES: NC1=C[C@H]1C=O
Calculated total energy: -285.3121 Eh
LUMO: 0.80 eV

---

Record 5
Formula: C4H7O4Pm
Source: the Open Molecules 2025 dataset
Level of theory: wB97M-V/def2-TZVPD

Cartesian coordinates (Å):
O: 0.507351 0.128731 1.166915
C: -0.613286 0.164650 0.478497
O: -1.693031 0.257110 1.155789
Pm: -2.723124 -1.753037 -0.034631
O: -0.654392 -0.071657 -0.751960
C: 1.472500 1.247835 0.755482
H: 1.554157 1.263690 -0.338213
H: 1.365819 2.185781 1.311458
H: 2.400798 0.854896 1.184774
C: -1.501079 3.901358 0.300722
C: -0.481209 4.313145 1.088695
O: -2.801196 3.813991 0.676101
H: -1.423512 3.958863 -0.787372
H: -0.502059 4.091319 2.159156
H: 0.408857 4.713520 0.603464
H: -2.867900 3.607991 1.615782

Atomic forces in eV per Å
1.5 2.6 -0.2
-1.4 -0.6 0.0
-1.0 -1.5 -0.1
1.7 2.5 0.3
-0.4 -0.9 -0.4
1.0 -2.1 0.9
-0.3 0.3 0.5
-1.1 -0.2 -0.6
0.0 -0.1 -0.5
0.8 2.3 0.1
-0.6 -1.4 -0.7
-0.2 -1.4 0.0
-0.1 0.0 0.3
0.0 0.7 -0.2
0.0 -0.5 0.3
0.0 0.2 0.1

Calculated values
Spin multiplicity: 6
Charge: +1
Calculated total energy: -1065.6176 Eh
LUMO (spin up / spin down): -5.64 / -5.56 eV

---

Record 6
Formula: AsF6H22O11
Source: the Open Molecules 2025 dataset
Level of theory: wB97M-V/def2-TZVPD

Cartesian coordinates (Å):
As: 0.059393 -0.800166 -0.305436
F: 0.374983 0.636405 0.722606
F: -0.000132 0.200156 -1.791503
F: -0.211429 -2.282549 -1.319414
F: 0.135111 -1.797606 1.218792
F: -1.725639 -0.568130 -0.197253
F: 1.792718 -0.885238 -0.562063
O: -1.993997 2.600738 -6.083564
H: -1.370259 3.326430 -6.060135
H: -1.806257 2.097259 -5.291418
O: -0.053992 -3.185075 -6.390514
H: -0.193473 -3.313295 -5.452253
H: 0.845906 -3.474428 -6.541111
O: -4.577699 -1.854984 3.414797
H: -3.900880 -2.521972 3.530017
H: -4.093250 -1.034033 3.327707
O: 2.655410 -3.883682 4.953104
H: 1.940475 -3.702763 4.342888
H: 3.442301 -3.882131 4.408103
O: -0.352534 5.949426 3.354030
H: -0.647550 5.448724 2.593438
H: -0.430549 6.864420 3.083960
O: 4.099138 0.866717 -4.399782
H: 4.410315 1.638506 -3.926776
H: 3.294819 0.615187 -3.945885
O: 3.897066 0.307695 4.189118
H: 4.474609 -0.418457 4.424475
H: 3.279014 -0.070287 3.563518
O: 1.557587 6.126868 -1.970187
H: 0.853381 5.568039 -1.641474
H: 1.195209 6.530754 -2.758715
O: -1.253044 -7.943877 -0.372175
H: -1.720322 -7.215961 -0.782081
H: -0.421348 -7.991056 -0.843649
O: -7.941687 -1.643481 0.598074
H: -8.607048 -2.016005 1.176651
H: -7.189147 -1.485558 1.168145
O: 3.695732 4.620619 3.631698
H: 2.816870 4.905766 3.381663
H: 3.670197 3.667026 3.552606

Atomic forces in eV per Å
-0.7 0.2 -0.3
-0.6 -1.0 -0.8
0.0 -0.6 1.0
0.4 1.4 1.3
-0.2 0.9 -1.8
1.8 -0.4 0.3
-0.6 -0.5 0.3
-0.2 0.1 -0.2
0.2 0.1 0.0
0.0 -0.2 0.2
-0.1 0.0 -0.3
-0.1 0.1 0.3
0.2 0.0 0.0
-0.4 0.0 0.1
0.2 -0.2 -0.1
0.2 0.2 -0.1
0.1 0.0 0.3
-0.3 0.1 -0.2
0.2 0.0 -0.1
0.1 0.0 0.2
-0.1 -0.2 -0.2
0.0 0.2 0.0
0.2 0.0 -0.3
0.1 0.2 0.1
-0.3 -0.1 0.2
0.1 0.3 0.1
0.1 -0.1 0.1
-0.3 -0.1 -0.2
0.2 0.1 0.1
-0.1 -0.2 0.1
-0.1 0.1 -0.2
-0.1 -0.2 0.1
-0.1 0.2 -0.1
0.2 0.0 -0.1
-0.1 0.1 -0.2
-0.1 -0.1 0.1
0.3 0.0 0.1
0.2 0.2 0.1
-0.3 0.1 0.0
0.0 -0.3 0.0

Calculated values
Energy relative to the best compared isomer or geometry (same formula, charge and spin): 2.585 eV
Charge: -1
Calculated total energy: -3675.9920 Eh
LUMO: 2.00 eV

---

- Which of these has the lowest calculated total energy?
  C35H43FeN3P2S3